Molecular formula: C2H10O5
Method: DFT, the ωB97M-V functional and the def2-TZVPD basis

Properties
- LUMO energy (eV) = 0.3323
- energy relative to the best compared isomer or geometry (same formula, charge and spin) (kcal per mole) = 15.0
- structure (SMILES) = CC(=O)O.O.O.O
- E_tot (Eh) = -458.418081
- F_max (eV/Å) = 1.79

```
17
Properties=species:S:1:pos:R:3:forces:R:3
H -1.487 -0.550 0.487 0.6 0.6 -1.6
O -1.543 -0.957 1.732 0.9 0.3 1.0
O -1.378 -0.255 -0.597 -0.3 -0.7 1.1
H -0.610 -1.197 2.091 -1.1 0.0 -0.6
H -2.000 -1.786 1.679 -0.5 -0.7 0.1
C -0.139 -0.013 -0.918 -0.2 1.0 0.1
O 0.798 0.020 -0.127 -0.1 -0.4 -0.2
C -0.044 0.388 -2.366 0.6 0.7 -0.9
H 0.933 0.729 -2.722 0.2 -0.6 0.5
H -0.391 -0.410 -3.006 -0.1 -0.3 -0.1
H -0.658 1.259 -2.613 -0.4 -0.2 0.5
O 0.829 -1.726 2.398 0.2 0.8 0.6
H 1.223 -2.426 1.885 0.2 -0.3 -0.4
H 1.238 -0.898 2.085 0.1 -0.4 -0.2
O 1.386 2.862 0.102 0.4 0.7 0.1
H 1.325 2.204 -0.573 0.6 -0.9 -0.8
H 0.520 2.758 0.465 -0.9 0.2 0.8
```
Positions in Å, forces in eV/Å.

natural (NBO) population analysis, charges in e, atoms 1 to 8:
1 H 0.495
2 O -0.911
3 O -0.719
4 H 0.519
5 H 0.486
6 C 0.795
7 O -0.697
8 C -0.739

***

Molecular formula: C2H11F4HfO4
Method: DFT, the ωB97M-V functional and the def2-TZVPD basis

Properties
- LUMO energy (eV) = 2.4153
- energy relative to the best compared isomer or geometry (same formula, charge and spin) (kcal per mole) = 88.3
- charge = -1
- E_tot (Eh) = -831.411000
- F_max (eV/Å) = 4.81

```
22
Properties=species:S:1:pos:R:3:forces:R:3
Hf -0.243 0.392 -1.269 3.3 3.4 -0.6
F -2.172 -0.473 -2.337 2.4 1.0 1.7
F 1.395 2.258 -1.640 -2.1 -2.3 0.0
F -0.727 2.259 0.196 -0.4 -2.8 -1.6
F 0.852 -0.105 -3.282 -1.7 0.3 2.9
C 0.620 -0.518 2.758 -0.6 0.1 -0.3
C 1.807 -0.252 1.827 -1.6 1.2 -0.9
O 1.447 -0.041 0.485 -1.6 -0.8 -1.2
H 0.020 -1.365 2.424 0.2 -0.6 0.1
H -0.102 0.297 2.716 0.2 0.4 -0.1
H 0.907 -0.648 3.802 0.1 -0.2 0.1
H 2.545 -1.042 1.967 0.3 -0.2 -0.2
H 2.199 0.705 2.173 0.7 0.1 0.3
O 0.447 -1.997 -1.260 -0.9 0.0 -0.3
H 1.302 -2.253 -1.606 0.4 0.5 -0.4
H 0.274 -2.625 -0.558 -0.1 0.1 0.4
O -1.410 2.129 -2.642 0.2 -0.2 0.1
H -2.341 2.343 -2.699 -0.3 -0.4 0.3
H -1.006 2.622 -3.356 0.8 0.0 0.1
O -1.722 -0.442 0.465 0.2 -0.2 -0.3
H -1.720 -1.304 0.881 0.3 -0.3 -0.1
H -2.373 0.059 0.955 0.1 0.7 -0.1
```
Positions in Å, forces in eV/Å.

natural (NBO) population analysis, charges in e, atoms 1 to 8:
1 Hf 2.773
2 F -0.812
3 F -0.800
4 F -0.803
5 F -0.791
6 C -0.624
7 C -0.027
8 O -0.950

***

Per-record frontier orbital gap, hartree: 0.3890, 0.2630